ORCA calculation (wB97M-V/def2-TZVPD) on C3H5Br2Cl as an isolated structure.

The calculation puts the orbital gap at 10.490 eV. The total energy comes out at -5725.526625 Ha. Its multiplicity is 1. As for the net charge: 0. Its relative energy (zero: lowest compared OMol25 entry of this formula, charge and spin) is 0.000 eV.

Each line ends with the natural charge from an NBO analysis.
Geometry (Å):
C -1.30 -0.39 0.12  -0.6166
C -0.16 0.48 -0.39  -0.4955
C 1.19 0.08 0.16  -0.1689
Cl 1.23 0.17 1.94  0.0158
Br 2.58 1.27 -0.57  0.0705
Br 1.66 -1.74 -0.40  0.0674
H -1.13 -1.44 -0.12  0.2202
H -2.23 -0.08 -0.35  0.2215
H -1.41 -0.29 1.20  0.2188
H -0.34 1.52 -0.12  0.2328
H -0.11 0.42 -1.48  0.2339

=====

ORCA calculation (wB97M-V/def2-TZVPD) on a single C3H5BrClNO4 molecule in a non-equilibrium geometry.

The calculation puts the orbital gap at 10.612 eV. The total energy comes out at -3507.086718 Ha. Its multiplicity is 1. As for the net charge: 0. Its SMILES is O=[N+]([O-])[C@@](Br)(CO)[C@@H](O)Cl. Its relative energy (zero: lowest compared OMol25 entry of this formula, charge and spin) is 0.542 eV.

Each line ends with the natural charge from an NBO analysis.
Geometry (Å):
C -0.50 -0.55 0.99  -0.1419
C -0.14 0.43 -1.45  0.1185
C 0.57 -0.05 -0.09  -0.0603
N 1.22 1.18 0.69  0.5209
O 0.71 1.48 1.73  -0.3550
O 2.14 1.74 0.15  -0.3539
O -1.34 -1.67 0.69  -0.7310
O -1.02 -0.41 -1.90  -0.6633
Cl -0.73 2.05 -0.91  -0.0923
Br 2.08 -1.14 -0.50  0.1028
H 0.01 -0.84 1.94  0.2032
H -1.07 0.44 1.25  0.2437
H 0.62 0.63 -2.20  0.2140
H -0.92 -2.48 1.03  0.4875
H -1.64 -0.81 -1.42  0.5071

=====

ORCA calculation (wB97M-V/def2-TZVPD) on a single C3H5BrN2 molecule in a non-equilibrium geometry.

The calculation puts the orbital gap (spin up / spin down) at 8.528 / 7.998 eV. The total energy comes out at -2800.638241 Ha. Its multiplicity is 1. As for the net charge: 0. Its relative energy (zero: lowest compared OMol25 entry of this formula, charge and spin) is 4.089 eV.

Each line ends with the natural charge from an NBO analysis.
Geometry (Å):
C 0.35 0.00 -0.60  0.0986
C 0.46 1.25 -1.01  0.0631
C 1.08 -0.72 0.43  -0.7186
N -1.62 0.82 -1.20  -0.3575
N -0.64 1.83 -1.54  -0.4744
Br 2.08 2.44 -0.65  -0.0646
H 1.79 -1.19 -0.14  0.2501
H 1.61 -0.04 1.08  0.2282
H 0.58 -1.53 0.89  0.2512
H -1.85 0.90 -0.20  0.3287
H -0.69 2.14 -2.54  0.3952